38
Properties=species:S:1:pos:R:3:nbo_charge:R:1 method="wB97M-V/def2-TZVPD" smiles="CCN(CC)S(=O)(=O)c1nnc(N2C(=O)N(C)C[C@H]2O)s1" spin_multiplicity=1 gap_ev=9.09 e_homo_ev=-9.43
C 4.987 0.828 2.539 -0.6090
C 3.685 0.512 1.803 -0.2313
N 2.729 1.630 1.889 -0.6375
C 2.746 2.579 0.765 -0.2291
C 2.132 2.081 -0.548 -0.6351
S 1.194 1.360 2.726 2.2080
O 0.483 2.642 2.997 -0.9014
O 1.505 0.716 3.996 -0.8907
C 0.189 0.308 1.611 -0.2860
N 0.604 -0.874 1.164 -0.2104
N -0.321 -1.437 0.363 -0.3547
C -1.394 -0.724 0.155 0.2600
N -2.363 -1.232 -0.715 -0.4749
C -3.540 -0.629 -1.100 0.7915
O -4.008 0.458 -0.720 -0.6361
N -4.114 -1.352 -2.118 -0.4266
C -5.474 -1.205 -2.666 -0.4066
C -3.292 -2.468 -2.538 -0.2246
C -2.082 -2.378 -1.588 0.2596
O -0.835 -2.160 -2.276 -0.7258
S -1.407 0.836 1.060 0.4805
H 5.408 1.772 2.162 0.2010
H 4.775 0.943 3.614 0.2199
H 5.712 0.038 2.450 0.2134
H 4.006 0.341 0.797 0.1885
H 3.256 -0.445 2.184 0.2330
H 3.798 2.860 0.607 0.2090
H 2.215 3.509 1.082 0.2276
H 1.044 1.923 -0.523 0.2091
H 2.265 2.881 -1.302 0.2217
H 2.659 1.180 -0.870 0.2091
H -5.602 -1.869 -3.522 0.2106
H -5.614 -0.182 -3.014 0.2257
H -6.289 -1.462 -1.945 0.2095
H -3.039 -2.431 -3.605 0.2252
H -3.840 -3.394 -2.282 0.1953
H -1.983 -3.344 -1.020 0.1843
H -0.195 -1.812 -1.611 0.4971